Entry 1:
41
Properties=species:S:1:pos:R:3:forces:R:3:mulliken_charge:R:1 method="wB97M-V/def2-TZVPD" largest_force_ev_per_a=0.73 gap_ev=8.32 de_lowest_kcal_mol=0.0
C -7.892469 -0.388378 0.605582 -0.1 0.1 -0.2 -1.30
C -6.731389 -0.081067 -0.320147 -0.3 -0.1 0.4 0.80
O -6.870753 0.194936 -1.488439 0.0 0.1 -0.3 -0.61
N -5.528841 -0.156330 0.323609 0.1 -0.1 0.4 -0.13
C -4.242668 0.063417 -0.178026 0.3 0.1 -0.2 0.70
C -3.997627 0.449630 -1.493607 -0.3 0.1 0.0 -0.60
C -2.700003 0.641408 -1.923308 0.2 0.0 0.2 -0.86
C -1.634703 0.458944 -1.050846 0.3 0.0 -0.1 0.64
S -0.000058 0.754725 -1.673769 0.1 -0.1 0.1 -0.25
C 1.003749 -0.542105 -0.844124 -0.5 0.4 -0.3 -1.21
C 1.713313 -0.028056 0.395196 -0.2 -0.1 -0.2 0.62
O 1.109942 0.184258 1.422386 0.1 0.0 0.0 -0.58
C 3.192073 0.072602 0.318131 0.5 0.1 0.3 0.40
C 3.878826 -0.555730 1.357457 0.0 0.0 -0.1 -0.69
C 5.261507 -0.600644 1.394890 0.0 0.1 0.0 0.76
C 5.984805 -1.308261 2.499014 0.0 -0.1 -0.1 -1.50
C 5.961755 0.023953 0.369012 -0.1 0.0 0.1 -0.73
C 5.290325 0.684999 -0.640932 0.0 0.0 0.0 -0.73
C 3.901829 0.726446 -0.693598 0.0 -0.1 0.1 1.01
C 3.231169 1.509983 -1.779129 0.0 0.0 0.0 -1.63
C -1.870502 0.095420 0.267227 -0.2 0.0 0.0 -0.49
C -3.167477 -0.109356 0.692346 -0.1 0.0 -0.1 -0.90
H -7.917191 0.324681 1.427252 0.0 0.0 0.1 0.33
H -8.820507 -0.319716 0.045972 0.0 0.0 0.0 0.35
H -7.794314 -1.392532 1.013277 0.0 -0.1 0.1 0.33
H -5.555031 -0.403953 1.303533 -0.1 0.0 -0.2 0.19
H -4.821948 0.589448 -2.171879 0.0 0.0 0.0 0.51
H -2.505742 0.936247 -2.942947 0.0 0.0 -0.1 0.40
H 1.708525 -0.903170 -1.589671 0.0 -0.1 0.1 0.44
H 0.311107 -1.335602 -0.564514 0.1 -0.1 0.0 0.62
H 3.301030 -1.023749 2.141716 0.0 0.0 0.1 0.39
H 6.335676 -2.280790 2.152431 0.0 -0.1 0.1 0.29
H 5.330768 -1.465921 3.352621 0.0 0.0 0.1 0.36
H 6.852465 -0.735177 2.819195 0.1 0.0 0.1 0.39
H 7.042162 0.006977 0.372998 0.1 0.0 0.0 0.41
H 5.855967 1.190555 -1.410612 0.0 0.1 -0.1 0.40
H 3.913881 2.256958 -2.177575 0.0 0.0 0.0 0.44
H 2.931014 0.862852 -2.603284 -0.1 0.0 -0.1 0.32
H 2.341451 2.014069 -1.410771 0.0 0.1 0.0 0.36
H -1.054107 -0.015292 0.964138 0.1 0.0 0.0 0.48
H -3.348009 -0.396680 1.719193 0.0 0.0 0.1 0.28

***

Entry 2:
46
Properties=species:S:1:pos:R:3:forces:R:3:mulliken_charge:R:1 method="wB97M-V/def2-TZVPD" largest_force_ev_per_a=2.48 gap_ev=7.15 de_lowest_kcal_mol=38.9
C -0.582918 0.974415 -4.894510 0.0 0.0 0.4 -0.87
C -0.288058 2.024190 -4.019760 0.0 0.1 0.6 -0.77
C -0.274506 1.827228 -2.622191 -0.3 0.3 -1.2 0.88
C -0.626346 0.589045 -2.080410 0.5 0.9 0.7 -0.20
C -0.806325 -0.482595 -2.943465 0.1 0.3 -1.1 1.44
C -0.789318 -0.295401 -4.346404 -0.2 -0.1 0.6 -0.70
C 0.037989 3.061306 -1.775663 0.4 0.0 -0.1 -1.00
C -0.447781 3.110943 -0.330210 -0.6 0.1 -0.1 -0.76
N -1.798845 2.431239 -0.075436 0.5 1.2 0.7 0.33
Zn -0.603819 0.376394 0.018879 0.1 -0.5 -2.4 0.04
C -0.977010 -1.870178 -2.360999 0.1 0.2 0.6 -1.21
P -1.586380 -1.694359 -0.642591 -0.2 -0.2 0.2 0.70
H -0.119376 3.053030 -4.361852 0.0 -0.5 -0.2 0.36
H -0.983724 -1.172047 -4.965291 0.0 0.3 -0.1 0.43
H -0.665823 1.159245 -5.970605 0.1 -0.2 0.4 0.38
H -0.000564 -2.360314 -2.248483 -0.1 0.0 -0.2 0.37
H -1.653501 -2.521707 -2.923938 0.1 0.1 0.0 0.61
H 1.130614 3.148034 -1.675103 -0.1 0.0 -0.3 0.44
H -0.283121 3.988854 -2.280114 0.0 -0.5 -0.1 0.36
H 0.355898 2.652311 0.311824 -1.0 0.4 -0.2 0.15
C -1.316476 -3.326042 0.117597 -0.2 -0.2 0.0 -1.16
C -3.390614 -1.483979 -0.849913 -0.1 -0.3 0.3 -1.42
H -0.564427 4.196043 -0.063690 0.4 -1.0 0.0 0.59
C -2.724325 2.372831 -1.223411 -0.3 0.0 -0.4 -0.90
C -2.495714 3.195966 0.991224 0.0 0.3 0.5 -1.06
H -0.478876 0.373706 1.910473 -1.4 0.7 -0.1 0.00
H -3.635627 2.944551 -0.995614 0.2 -0.4 -0.1 0.49
H -2.294937 2.827223 -2.123746 -0.2 -0.4 0.2 0.34
H -2.993550 1.321698 -1.410660 0.1 0.6 -0.3 -0.07
H -3.364893 3.733576 0.564218 0.4 -0.3 0.5 0.34
H -2.862794 2.531965 1.788009 0.1 0.3 -0.1 0.29
H -1.846231 3.985731 1.416744 -0.2 -0.7 0.1 0.38
H -3.836382 -2.423061 -1.204111 -0.1 0.3 0.0 0.40
H -3.798509 -1.229582 0.142225 -0.1 -0.1 -0.4 0.36
H -3.605760 -0.666259 -1.553189 0.1 -0.3 0.2 0.34
H -1.594794 -4.148104 -0.564485 0.1 0.3 0.3 0.39
H -0.255750 -3.401835 0.407328 -0.5 0.0 -0.2 0.25
H -1.936256 -3.375946 1.024575 0.2 -0.1 -0.2 0.41
H -1.219046 0.671711 1.696612 1.5 -0.5 1.0 -0.01
F 3.076407 -2.305028 -0.677141 0.0 0.5 0.3 -0.40
Te 2.635148 -0.953821 0.553116 -0.5 0.3 -0.3 1.98
F 3.918577 0.271794 -0.097458 -0.3 -0.8 0.4 -0.42
F 4.015732 -1.728282 1.619952 -1.2 0.8 -0.7 -0.39
F 1.410216 -2.180462 1.358888 0.7 0.3 0.0 -0.47
F 2.250124 0.243329 1.970248 0.3 -0.4 0.1 -0.44
O 1.286284 -0.205458 -0.458492 1.2 -0.6 0.9 -0.78

***

| no. | E_LUMO (Ha) | E (a.u.) | HOMO level (eV) |
| --- | --- | --- | --- |
| 1 | 0.014 | -1300.7600 | -7.93 |
| 2 | -0.024 | -3527.1053 | -7.81 |